[1]
One molecule with the formula C9H15ClSi in a non-equilibrium geometry. Source: OMol25; level of theory: ωB97M-V/def2-TZVPD.

```
! wB97M-V def2-TZVPD RIJCOSX def2/J DEFGRID3
* xyz 0 1
C -2.10595 0.06690 1.59776
C -0.99368 0.87791 1.15425
C -1.01840 2.25321 1.26132
C 0.15725 3.06009 1.03371
C 1.21576 2.48262 0.46391
Si 0.78265 0.33703 0.51420
C 1.83252 -0.79503 1.68052
C 0.57060 -0.24996 -1.24625
C -0.07298 -1.64048 -1.46287
C 0.07272 -2.08107 -2.91391
Cl -0.47918 -3.79368 -3.13795
H -1.99959 -0.98122 1.51197
H -2.92799 0.35225 0.91807
H -2.53479 0.36196 2.56679
H -1.98311 2.81519 1.61810
H 0.07646 4.14191 0.92764
H 2.08419 2.93521 -0.04290
H 2.76713 -0.34836 1.85761
H 1.41256 -1.06729 2.73789
H 2.09199 -1.75139 1.31344
H 1.47157 -0.01834 -1.75815
H -0.17193 0.36731 -1.77625
H 0.18790 -2.45872 -0.74443
H -1.11794 -1.29519 -1.22116
H 1.10715 -2.04319 -3.13372
H -0.42492 -1.52769 -3.71957
*
```

The HOMO-LUMO gap comes out at 0.319 hartree. For the LUMO energy, the calculation gives 0.60 eV. The structure (SMILES) is CC1=CC=C[Si@]1(C)CCCCl. The highest occupied orbital energy comes out at -8.073 eV.

***

[2]
C54H69N6O9SbSc as an isolated structure. Source: OMol25; level of theory: ωB97M-V/def2-TZVPD.

```
! wB97M-V def2-TZVPD RIJCOSX def2/J DEFGRID3
* xyz -1 1
Sc -0.31764 -0.64029 0.85235
C -5.42706 4.59702 -1.83936
O -5.72931 4.30896 -0.47317
C -4.73981 4.58338 0.44256
C -4.99606 5.49655 1.44786
C -4.04412 5.74698 2.42800
C -2.83500 5.07021 2.39076
C -2.57784 4.13886 1.39276
C -3.52856 3.88508 0.41081
N -3.35643 2.92409 -0.61176
C -2.27020 2.02649 -0.51502
N -1.10063 2.61813 -0.91857
C 0.08848 2.61636 -0.12672
C 0.46901 1.53371 0.64074
C 1.58725 1.77471 1.47017
C 2.26502 2.97730 1.52475
C 1.85770 4.04067 0.71833
C 0.76992 3.85031 -0.11119
O 0.24840 4.82719 -0.92987
C 0.71914 6.14471 -0.74661
N -2.36847 0.79653 -0.16036
C -3.67181 0.43354 0.33490
C -3.80780 0.31256 1.71550
C -5.02352 0.04368 2.31396
C -6.15058 -0.11806 1.51912
C -6.03852 0.00167 0.14855
C -4.81501 0.28090 -0.46005
O -4.92516 0.46063 -1.81486
C -3.80717 0.41271 -2.70064
H -6.15478 5.32278 -2.20506
H -5.50557 3.68359 -2.43055
H -4.42330 5.00756 -1.94615
H -5.95729 5.99438 1.45234
H -4.25618 6.45356 3.21965
H -2.09054 5.23193 3.15911
H -1.65533 3.57090 1.42286
H -4.23669 2.47297 -0.83037
H -1.28216 3.53190 -1.30930
H 1.94575 0.98485 2.11985
H 3.11617 3.10005 2.18661
H 2.37606 4.98821 0.75476
H 1.77737 6.23062 -1.00712
H 0.57410 6.47201 0.28645
H 0.13632 6.77574 -1.41320
H -2.93253 0.48333 2.33324
H -5.08412 -0.02733 3.39201
H -7.11590 -0.32580 1.96385
H -6.90285 -0.08806 -0.49735
H -4.20444 0.07222 -3.65475
H -3.05207 -0.28759 -2.36050
H -3.36921 1.40551 -2.83160
O 1.07028 -3.50157 -0.39976
C 1.27421 -2.43464 -0.94129
O 1.05872 -1.25491 -0.42548
C 1.82935 -2.39909 -2.34350
C 1.96575 -1.20296 -3.03569
C 2.48566 -1.18809 -4.32508
C 2.86426 -2.37259 -4.93332
C 2.70348 -3.55271 -4.22824
C 2.19315 -3.59367 -2.94859
N 3.09856 -4.82345 -4.88203
O 3.53934 -4.76030 -6.01537
O 2.96128 -5.85114 -4.25225
H 1.65243 -0.28780 -2.55152
H 2.59512 -0.25126 -4.85538
H 3.27492 -2.39727 -5.93182
H 2.07058 -4.52761 -2.41953
C -1.44389 -1.87404 -4.30920
C -2.28125 -2.18002 -3.09258
C -3.56419 -2.70122 -3.22298
C -4.32390 -2.93927 -2.08195
C -5.76462 -3.37160 -2.18847
C -3.76196 -2.75315 -0.82760
C -2.43593 -2.31347 -0.64561
C -1.76262 -1.94495 -1.82825
N -1.80346 -2.21823 0.58629
C -2.06061 -3.31049 1.56421
C -3.25889 -3.06256 2.48772
C -2.18462 -4.67726 0.87030
C -0.82588 -3.41589 2.46742
H -2.04899 -1.87649 -5.21677
H -0.64869 -2.61470 -4.43225
H -0.95804 -0.89948 -4.21860
H -3.97523 -2.90277 -4.20706
H -6.05073 -3.54506 -3.22636
H -6.42252 -2.60134 -1.77810
H -5.94585 -4.28932 -1.62502
H -4.38933 -2.91502 0.03783
H -0.78602 -1.48423 -1.76426
H -4.21530 -3.06487 1.96672
H -3.15060 -2.09662 2.98161
H -3.29249 -3.83891 3.25925
H -3.10643 -4.79298 0.30315
H -2.15396 -5.46595 1.62591
H -1.34205 -4.81323 0.18869
H -0.79553 -2.58378 3.16934
H 0.08779 -3.43130 1.87033
H -0.86503 -4.33655 3.05392
O 1.76809 -1.49915 2.61895
C 1.08902 -0.86506 3.41819
C 1.41860 -0.61371 4.87563
C 0.34522 0.38701 5.29787
C -0.60829 0.43927 4.10367
O -1.65258 1.05611 4.09055
N -0.09609 -0.30194 3.06536
H 2.44310 -0.25392 4.97285
H 1.34858 -1.56359 5.40834
H 0.74235 1.39153 5.45092
H -0.20878 0.10815 6.19290
C 5.21266 -2.98956 -0.85795
C 5.76707 -2.10009 0.25681
C 7.18538 -1.64832 -0.06763
Sb 4.28388 -0.53513 0.62230
C 5.11710 0.30182 2.46252
C 5.69622 -0.83244 3.30583
C 6.08440 1.47490 2.36642
C 4.96763 0.73199 -1.04178
C 3.80519 1.62520 -1.48597
C 6.24255 1.56873 -0.94374
H 5.86812 -3.84870 -1.03972
H 5.13111 -2.43843 -1.80132
H 4.21942 -3.37249 -0.61453
H 5.77593 -2.67800 1.18487
H 7.21364 -1.10764 -1.01550
H 7.85316 -2.51266 -0.16901
H 7.60406 -0.99595 0.70226
H 4.20653 0.65295 2.96048
H 6.60117 -1.24398 2.85354
H 4.98116 -1.65002 3.42812
H 5.96432 -0.47033 4.30517
H 7.00145 1.20150 1.84190
H 6.37001 1.81181 3.37094
H 5.64322 2.32548 1.84602
H 5.11215 -0.04169 -1.80615
H 3.69948 2.48398 -0.81995
H 2.84688 1.10308 -1.47202
H 3.97240 2.01039 -2.49973
H 6.06365 2.47275 -0.36018
H 6.55942 1.89108 -1.94346
H 7.07819 1.04090 -0.49028
*
```

The HOMO-LUMO gap comes out at 0.229 hartree. For the LUMO energy, the calculation gives 1.67 eV. The highest occupied orbital energy comes out at -4.552 eV.

***

[3]
C25H44N9O6P2Pt as an isolated structure in a non-equilibrium geometry. Source: OMol25; level of theory: ωB97M-V/def2-TZVPD.

```
! wB97M-V def2-TZVPD RIJCOSX def2/J DEFGRID3
* xyz 3 1
Pt -0.42718 -0.37032 0.05724
O -0.84270 0.46982 -3.85328
C -0.55920 0.41717 -2.69959
N -1.01146 -0.55428 -1.78805
C -1.80068 -1.64667 -2.13907
O -2.22019 -1.89744 -3.22625
C -2.09352 -2.49668 -0.92978
C -2.90396 -3.60386 -1.03630
C -3.13741 -4.37017 0.09779
C -2.54212 -3.99037 1.29113
C -1.73927 -2.86457 1.32884
N -1.52099 -2.12377 0.23778
C 0.33947 1.42561 -2.01933
C 0.95826 2.43515 -2.71890
C 1.76760 3.32487 -2.02529
C 1.93064 3.16752 -0.65724
C 1.28050 2.13473 -0.00613
N 0.49500 1.28806 -0.68326
H -3.32235 -3.84253 -2.00557
H -3.76534 -5.24998 0.04797
H -2.69345 -4.56343 2.19519
H -1.23749 -2.55506 2.23401
H 0.79191 2.49884 -3.78639
H 2.26457 4.13192 -2.54709
H 2.56342 3.83526 -0.09020
H 1.38155 1.96303 1.05242
C 1.67328 1.26304 4.47477
N 2.09456 -0.02033 3.88776
C 3.16757 -0.68119 4.64565
P 1.01147 -0.80094 2.97153
O 0.49559 0.10713 1.88028
O 1.84986 -2.00325 2.32674
P 1.96207 -2.40072 0.75904
O 1.39169 -1.30767 -0.16107
N 3.55344 -2.51363 0.53321
C 4.07304 -2.50052 -0.85046
C 4.45727 -3.15306 1.50079
N 1.07206 -3.76140 0.67121
C 1.36070 -4.87070 1.59348
C 0.66776 -4.22588 -0.66753
N -0.22010 -1.50036 3.78818
C 0.14609 -2.33676 4.94488
C -1.47907 -0.75848 3.97686
H 2.53896 1.92179 4.52870
H 1.27870 1.12883 5.48413
H 0.91954 1.74118 3.85015
H 4.03637 -0.02445 4.65955
H 3.45443 -1.61654 4.17386
H 2.85996 -0.87225 5.67502
H 3.37911 -1.99207 -1.51572
H 4.24900 -3.51508 -1.21122
H 5.01876 -1.96120 -0.85978
H 4.09233 -3.02966 2.51659
H 5.43261 -2.67471 1.42544
H 4.57895 -4.21660 1.28915
H 1.65045 -4.49595 2.57284
H 2.15213 -5.51793 1.21007
H 0.45822 -5.47125 1.70739
H 0.49677 -3.38175 -1.33207
H -0.25478 -4.79788 -0.57345
H 1.42513 -4.87420 -1.11325
H 1.07014 -2.88008 4.74927
H -0.64496 -3.06469 5.11916
H 0.26846 -1.73753 5.84956
H -1.76413 -0.24941 3.05679
H -1.40642 -0.02954 4.78706
H -2.26251 -1.47068 4.23625
C -5.41089 2.32638 -0.44529
N -4.20663 1.49458 -0.35488
C -4.19156 0.28441 -1.18294
C -3.15834 1.63371 0.48734
O -2.38223 0.60485 0.62435
N -2.89932 2.76895 1.15177
C -1.65874 2.83123 1.93034
C -3.67756 4.00067 1.32235
H -6.11675 1.82340 -1.09631
H -5.18136 3.29942 -0.87636
H -5.87276 2.44924 0.53251
H -4.97648 0.35141 -1.92682
H -4.34334 -0.59989 -0.55856
H -3.22883 0.18961 -1.66822
H -1.00645 2.00126 1.69125
H -1.89742 2.80663 2.99636
H -1.16667 3.77911 1.71132
H -4.65685 3.96519 0.88270
H -3.11983 4.83070 0.88841
H -3.78322 4.18217 2.39202
*
```

The HOMO-LUMO gap comes out at 0.221 hartree. For the LUMO energy, the calculation gives -10.72 eV. The highest occupied orbital energy comes out at -16.721 eV.

***

[4]
C68H58AsCrF2NO4P as an isolated structure in a non-equilibrium geometry. Source: OMol25; level of theory: ωB97M-V/def2-TZVPD.

```
! wB97M-V def2-TZVPD RIJCOSX def2/J DEFGRID3
* xyz 0 4
Cr 0.22127 0.09751 -0.12996
F -4.45836 -2.63639 -0.62372
C -3.12060 -2.63518 -0.74915
C -2.41993 -1.48627 -0.42700
C -1.04008 -1.48048 -0.56008
C -0.39081 -2.63431 -1.03989
C -1.14566 -3.75806 -1.33495
F -0.54610 -4.88284 -1.79320
C -2.51552 -3.79357 -1.19649
C 1.06306 -2.49523 -1.31183
C 1.93280 -3.48995 -1.76245
C 3.24715 -3.17185 -2.04858
C 3.69163 -1.86830 -1.89767
C 2.79147 -0.95261 -1.40843
N 1.52894 -1.25422 -1.10291
H -2.97620 -0.62554 -0.08215
H -3.08236 -4.68332 -1.43825
H 1.56533 -4.49367 -1.89096
H 3.92630 -3.94531 -2.39008
H 4.70847 -1.56762 -2.10866
H 3.09210 0.07078 -1.23902
C -2.81351 5.92536 1.69669
C -1.81590 5.60694 0.60977
C -1.43879 6.80839 -0.22239
O -0.63781 5.06213 1.18744
C -0.60891 3.64814 0.98183
C -1.44943 3.50050 -0.28791
O -2.35319 4.59157 -0.23059
C -2.18885 2.15303 -0.39667
O -1.09660 1.27860 -0.35433
C -2.86240 1.99007 -1.77413
C -4.22302 1.79503 -1.97936
C -4.73885 1.64379 -3.26562
C -3.90101 1.68416 -4.36747
C -2.53387 1.86019 -4.17346
C -2.02411 2.00468 -2.89303
C -3.13897 1.97706 0.78447
C -4.25711 2.80295 0.93568
C -5.09056 2.68906 2.04027
C -4.82083 1.74993 3.02779
C -3.70507 0.93515 2.89760
C -2.87351 1.05528 1.78969
C 0.87925 3.16491 0.97545
O 0.90358 1.77546 1.15041
C 1.51383 3.58761 -0.36260
C 1.66538 4.93738 -0.69867
C 2.15078 5.32040 -1.94177
C 2.50875 4.36586 -2.88728
C 2.37789 3.02449 -2.56609
C 1.88605 2.65465 -1.31817
C 1.61898 3.78657 2.17937
C 0.98779 3.81549 3.42341
C 1.63132 4.30691 4.54953
C 2.93399 4.78802 4.45801
C 3.57756 4.75766 3.23094
C 2.92465 4.25954 2.10614
H -2.41269 6.70572 2.34793
H -3.01257 5.03017 2.28928
H -3.75151 6.27468 1.25669
H -0.91913 7.54463 0.39649
H -2.33573 7.26697 -0.64424
H -0.78226 6.49748 -1.03702
H -1.09428 3.11921 1.80420
H -0.81837 3.57470 -1.17443
H -4.89768 1.71843 -1.13789
H -5.80242 1.48216 -3.39758
H -4.30408 1.57236 -5.36749
H -1.86124 1.87559 -5.02367
H -0.95475 2.11691 -2.75285
H -4.47041 3.55515 0.18870
H -5.95267 3.34135 2.12821
H -5.46870 1.65931 3.89215
H -3.46861 0.20637 3.66239
H -2.00132 0.42152 1.71925
H 1.39522 5.69298 0.02817
H 2.25308 6.37396 -2.17355
H 2.88765 4.66476 -3.85707
H 2.65527 2.26232 -3.28533
H 1.80584 1.60348 -1.08272
H -0.02576 3.44254 3.52037
H 1.11140 4.32185 5.50027
H 3.43639 5.18299 5.33347
H 4.59808 5.11517 3.14192
H 3.45795 4.22578 1.16397
C 2.65538 -1.72019 1.85595
C 3.25878 -2.16162 3.18207
As 4.37947 -3.76039 2.96558
C 5.49691 -3.52806 4.55663
C 5.06190 -2.81662 5.67187
C 5.88798 -2.66998 6.78430
C 7.15678 -3.22980 6.78895
C 7.59480 -3.95219 5.68337
C 6.76867 -4.10352 4.57866
C 5.56937 -2.95135 1.64499
C 5.75240 -3.61813 0.43782
C 6.56106 -3.07372 -0.55726
C 7.17902 -1.84765 -0.35094
C 6.99051 -1.16909 0.85113
C 6.19614 -1.72099 1.84755
P 1.84870 -0.02846 1.78005
C 3.36275 0.90017 2.15707
C 3.83770 1.06293 3.45653
C 5.06610 1.66932 3.69275
C 5.84470 2.11966 2.63583
C 5.37938 1.96737 1.33554
C 4.14894 1.36787 1.10417
C 0.76909 -0.20690 3.23402
C 0.74705 0.63751 4.33608
C -0.07849 0.35635 5.42126
C -0.89204 -0.76878 5.41460
C -0.90287 -1.60110 4.29939
C -0.08536 -1.31458 3.21739
H 1.91107 -2.44405 1.50745
H 3.43916 -1.69526 1.09467
H 2.48736 -2.38804 3.91791
H 3.90237 -1.38208 3.59548
H 4.07242 -2.37643 5.69133
H 5.53655 -2.11274 7.64454
H 7.80231 -3.10800 7.65007
H 8.58137 -4.40022 5.68345
H 7.12421 -4.66656 3.72288
H 5.26663 -4.57418 0.27483
H 6.71023 -3.60954 -1.48765
H 7.80995 -1.42128 -1.12144
H 7.46475 -0.20827 1.01466
H 6.05419 -1.18130 2.77973
H 3.26819 0.69812 4.30314
H 5.40935 1.78646 4.71338
H 6.79920 2.59601 2.82419
H 5.96553 2.32429 0.49683
H 3.79944 1.29585 0.08628
H 1.35155 1.53740 4.34663
H -0.08043 1.02542 6.27441
H -1.53000 -0.98669 6.26284
H -1.55412 -2.46722 4.26681
H -0.11095 -1.96942 2.35278
*
```

The HOMO-LUMO gap (alpha / beta) comes out at 0.293 / 0.283 hartree. For the LUMO energy (alpha / beta), the calculation gives -0.17 / -0.37 eV. The highest occupied orbital energy (alpha / beta) comes out at -8.126 / -8.080 eV.

***

Computed ΔE to the lowest compared entry with this formula, charge and spin (kcal per mole) in order:
57.4 20.6 0.0 44.7
Computed DFT total energy (eV) in order:
-29974.1699 -111727.1310 -74139.4947 -185121.8512